(1)
Entry from the OMol25 dataset: a cluster of 2 separate species, C5H11N in total at a distorted geometry (ωB97M-V with the def2-TZVPD basis set).

Results
- ΔE to the lowest compared entry with this formula, charge and spin (kJ/mol) = 391.1
- lowest unoccupied orbital energy (eV) = 0.766

Each line ends with the Löwdin charge.
Positions of all 17 atoms, in Å:
N (-2.61655, -0.83044, -0.48265)  -0.071
C (1.65989, 1.47739, 0.24600)  -0.086
C (0.49102, -0.44466, 1.27920)  0.006
C (1.02364, -0.44508, -1.14361)  -0.106
C (-3.21276, 0.06428, 0.20613)  -0.118
C (0.87942, 0.17268, 0.20948)  -0.479
H (0.34446, 0.06551, -1.99814)  0.120
H (1.54309, 1.96283, 1.17850)  0.046
H (-3.20255, 1.09927, -0.28043)  -0.001
H (-2.15952, -1.55453, 0.12143)  0.089
H (-0.11112, -1.37601, 1.30135)  0.063
H (2.07768, -0.33170, -1.39730)  0.066
H (-2.32856, -0.68118, -1.48190)  0.107
H (2.82875, 1.35148, 0.07913)  0.123
H (0.47541, 0.12088, 2.25554)  0.087
H (0.74671, -1.52923, -1.12143)  0.078
H (1.31648, 2.10314, -0.59895)  0.078

***

(2)
Entry from the OMol25 dataset: a cluster of 7 separate species, C8H28Cl2NO8 in total at a distorted geometry (ωB97M-V with the def2-TZVPD basis set).

Results
- ΔE to the lowest compared entry with this formula, charge and spin (kJ/mol) = 0.0
- lowest unoccupied orbital energy (eV) = 2.206
- net charge = -1

Each line ends with the Löwdin charge.
Positions of all 47 atoms, in Å:
Cl (-2.43823, -3.21985, 0.85445)  -0.461
Cl (1.16459, -4.29644, 0.00173)  -0.533
O (0.57331, 2.57723, -3.98169)  -0.083
O (-0.57386, -2.25052, -2.32136)  -0.088
O (2.57127, -1.08400, -0.37810)  -0.110
O (-1.33003, -0.28769, 2.74700)  -0.094
O (-3.18518, 1.90604, 3.13426)  -0.070
O (2.01623, -1.07904, 2.59576)  -0.079
O (1.45254, 3.49237, -1.01809)  -0.086
O (-2.02811, 0.20424, -1.33681)  -0.111
N (-0.13609, -1.37213, 0.50097)  0.204
C (-0.96619, 0.97657, 3.25802)  -0.243
C (3.51837, -0.93037, 0.66680)  -0.248
C (-1.51367, -1.46266, -2.99963)  -0.272
C (1.00005, 2.24378, -1.60998)  -0.218
C (-0.04393, 2.48227, -2.68252)  -0.218
C (3.12055, -1.69033, 1.91351)  -0.248
C (-1.83560, 2.04819, 2.66589)  -0.234
C (-2.56891, -0.87883, -2.13533)  -0.239
H (0.55248, 1.72504, -0.75775)  0.108
H (4.01397, -1.64458, 2.55391)  0.115
H (-0.39795, -0.90829, -0.36431)  0.073
H (1.35806, 3.12916, -3.92376)  0.069
H (-1.51548, 3.05436, 2.93350)  0.116
H (-1.81665, 1.91008, 1.57944)  0.117
H (0.84335, -1.28367, 0.72835)  0.045
H (2.84386, -1.76146, -1.00359)  0.080
H (4.49566, -1.27436, 0.31261)  0.117
H (-3.08096, -1.52716, -1.42099)  0.072
H (-2.75107, 0.78715, -1.09522)  0.081
H (-1.15768, 0.91362, 4.33835)  0.124
H (-2.01492, -1.97547, -3.83181)  0.119
H (-0.96506, -0.61937, -3.43099)  0.115
H (-0.98846, -3.02527, -1.91479)  0.061
H (-0.42702, -2.36212, 0.44214)  -0.112
H (2.30961, -0.85558, 3.47989)  0.078
H (-0.68696, 1.61435, -2.74959)  0.086
H (-3.68294, 1.42398, 2.46875)  0.082
H (2.33441, 3.67008, -1.35357)  0.068
H (1.83987, 1.63794, -1.94961)  0.124
H (3.62080, 0.13057, 0.91818)  0.114
H (-0.50588, 3.43750, -2.42138)  0.119
H (-2.03531, -0.66106, 3.27962)  0.102
H (2.89839, -2.73818, 1.69726)  0.070
H (-3.33187, -0.48680, -2.82771)  0.116
H (0.09165, 1.22659, 3.16052)  0.118
H (-0.64102, -0.91588, 1.27767)  0.053

***

(3)
Entry from the OMol25 dataset: a structure of composition C4H4O3Tm at a distorted geometry (ωB97M-V with the def2-TZVPD basis set).

Results
- 2S+1 = 4
- lowest unoccupied orbital energy (spin up / spin down) (eV) = -10.684 / -12.185
- net charge = +2

Each line ends with the Löwdin charge.
Positions of all 12 atoms, in Å:
Tm (-0.11899, 0.45700, -3.16172)  1.984
O (-0.82570, -0.64320, -1.22562)  -0.172
O (-2.06850, 0.63118, 0.21539)  0.237
O (-0.31054, 1.29222, -1.08534)  -0.068
C (0.03080, -1.36360, 0.17060)  0.075
C (-1.37281, 0.55222, -0.76226)  -0.714
C (0.87035, -0.30206, 0.66114)  0.014
C (1.21671, 0.65808, 1.50584)  0.137
H (2.24967, 1.01570, 1.52858)  0.113
H (0.57565, -2.21185, -0.25649)  0.136
H (-0.81464, -1.62316, 0.81452)  0.149
H (0.56799, 1.53748, 1.59536)  0.110

***

(4)
Entry from the OMol25 dataset: a structure of composition C2H2F2O2 at a distorted geometry (ωB97M-V with the def2-TZVPD basis set).

Results
- ΔE to the lowest compared entry with this formula, charge and spin (kJ/mol) = 394.0
- lowest unoccupied orbital energy (eV) = 0.154

Each line ends with the Löwdin charge.
Positions of all 8 atoms, in Å:
F (-1.38044, 0.36507, -0.14330)  0.069
F (1.99688, -0.59317, 0.05686)  0.122
O (0.51488, 1.59421, -0.44032)  0.120
O (-0.39074, -1.98886, 0.78712)  -0.097
C (0.67485, -0.64235, 0.05831)  -0.062
C (-0.01491, 0.45324, -0.10212)  -0.416
H (-0.16270, 2.24280, -0.90672)  0.208
H (-1.23782, -1.43093, 0.69017)  0.055

***

(5)
Entry from the OMol25 dataset: the molecule C8H13ClSi at a distorted geometry (ωB97M-V with the def2-TZVPD basis set).

Results
- ΔE to the lowest compared entry with this formula, charge and spin (kJ/mol) = 173.4
- lowest unoccupied orbital energy (eV) = 0.787
- SMILES = CC1=C[C@@H]2C[C@@]1([SiH3])C[C@H]2Cl

Each line ends with the Löwdin charge.
Positions of all 23 atoms, in Å:
Cl (-1.05171, 3.64164, 1.03754)  0.484
Si (2.06372, -0.12244, -0.72087)  0.716
C (0.34877, 0.37535, -0.08365)  -0.576
C (-1.86216, -0.28856, -0.05367)  -0.050
C (-1.77648, 1.17359, -0.09228)  -0.328
C (-1.22961, 1.71890, 1.21730)  -0.498
C (0.17007, 1.03076, 1.31056)  -0.174
C (-0.45937, 1.32941, -0.98461)  -0.144
C (-0.27646, -2.30474, 0.04508)  -0.050
C (-0.64656, -0.82938, -0.07499)  -0.279
H (1.60594, -0.54767, -2.04456)  -0.042
H (-0.93319, -2.78054, 0.73202)  0.054
H (0.82589, 1.87558, 1.70999)  0.120
H (-0.51685, 1.04234, -2.04928)  0.121
H (2.57336, -1.05407, 0.26228)  -0.071
H (-2.87872, -0.79663, 0.13607)  0.148
H (0.79412, -2.28279, 0.43489)  0.059
H (0.05573, 2.31868, -0.87115)  0.089
H (-2.57072, 1.81021, -0.44188)  0.122
H (2.83431, 1.21140, -0.73286)  -0.041
H (-1.87367, 1.51542, 2.11136)  0.120
H (-0.48505, -2.82264, -0.94922)  0.107
H (0.06768, 0.20967, 2.02498)  0.114

***

(6)
Entry from the OMol25 dataset: the ion C4H9N2O2S with charge +1 at a distorted geometry (ωB97M-V with the def2-TZVPD basis set).

Results
- ΔE to the lowest compared entry with this formula, charge and spin (kJ/mol) = 116.1
- lowest unoccupied orbital energy (eV) = -4.047
- net charge = +1
- SMILES = CS(=O)(=O)[C@@H]1CNC=[NH+]1

Each line ends with the Löwdin charge.
Positions of all 18 atoms, in Å:
S (-0.95086, 0.81906, -0.79368)  0.693
O (-0.22182, 2.03713, -0.69728)  -0.308
O (-2.13739, 0.67080, -0.05750)  -0.282
N (1.17917, 0.39105, 0.93525)  0.047
N (-0.26684, -0.39644, 2.37719)  0.115
C (-0.30043, -1.34374, 1.25999)  -0.088
C (0.40556, -0.53926, 0.16365)  -0.189
C (0.58708, 0.56991, 2.13046)  -0.028
C (-1.04304, 0.14432, -2.46604)  -0.082
H (0.96720, -1.07689, -0.56762)  0.115
H (-0.61973, -0.79847, 3.21292)  0.168
H (-2.13756, 0.02737, -2.56079)  0.093
H (-1.34572, -1.46023, 1.11638)  0.115
H (0.09378, -2.32403, 1.48589)  0.141
H (0.84954, 1.51500, 2.60671)  0.182
H (1.62831, 1.25197, 0.48025)  0.197
H (-0.28935, -0.69000, -2.29125)  0.086
H (-0.64874, 0.66955, -3.22524)  0.025

***

Please write out number 1 again, unchanged.
Entry from the OMol25 dataset: a cluster of 2 separate species, C5H11N in total at a distorted geometry (ωB97M-V with the def2-TZVPD basis set).

Results
- ΔE to the lowest compared entry with this formula, charge and spin (kJ/mol) = 391.1
- lowest unoccupied orbital energy (eV) = 0.766

Each line ends with the Löwdin charge.
Positions of all 17 atoms, in Å:
N (-2.61655, -0.83044, -0.48265)  -0.071
C (1.65989, 1.47739, 0.24600)  -0.086
C (0.49102, -0.44466, 1.27920)  0.006
C (1.02364, -0.44508, -1.14361)  -0.106
C (-3.21276, 0.06428, 0.20613)  -0.118
C (0.87942, 0.17268, 0.20948)  -0.479
H (0.34446, 0.06551, -1.99814)  0.120
H (1.54309, 1.96283, 1.17850)  0.046
H (-3.20255, 1.09927, -0.28043)  -0.001
H (-2.15952, -1.55453, 0.12143)  0.089
H (-0.11112, -1.37601, 1.30135)  0.063
H (2.07768, -0.33170, -1.39730)  0.066
H (-2.32856, -0.68118, -1.48190)  0.107
H (2.82875, 1.35148, 0.07913)  0.123
H (0.47541, 0.12088, 2.25554)  0.087
H (0.74671, -1.52923, -1.12143)  0.078
H (1.31648, 2.10314, -0.59895)  0.078